ORCA calculation (ωB97M-V/def2-TZVPD) on C29H19N7O2OsS6 as an isolated structure in a non-equilibrium geometry.

Its HOMO-LUMO gap (alpha / beta) is 4.213 / 4.195 eV. As for the net charge: +2. The calculation puts the energy relative to the best compared isomer or geometry (same formula, charge and spin) at 48.5 kcal per mole.

CARTESIAN COORDINATES (ANGSTROEM)
Os1 -0.005 -0.219 -0.506
O1 4.011 -2.955 -2.889
C1 4.649 -2.164 -2.030
C2 6.042 -2.097 -2.122
C3 6.771 -1.347 -1.227
C4 6.129 -0.600 -0.233
C5 4.760 -0.600 -0.166
C6 3.991 -1.381 -1.046
C7 2.550 -1.334 -0.944
O2 1.978 -0.445 -0.161
N1 1.806 -2.205 -1.597
N2 0.484 -2.016 -1.366
C8 -0.321 -2.974 -1.657
C9 -1.696 -2.822 -1.272
C10 -2.652 -3.807 -1.508
C11 -3.933 -3.622 -1.020
C12 -4.232 -2.452 -0.333
C13 -3.235 -1.504 -0.170
N3 -1.999 -1.680 -0.622
H1 3.058 -2.972 -2.685
H2 6.519 -2.660 -2.912
H3 7.850 -1.340 -1.290
H4 6.711 -0.020 0.469
H5 4.247 -0.003 0.576
H6 0.046 -3.890 -2.106
H7 -2.382 -4.696 -2.060
H8 -4.688 -4.380 -1.176
H9 -5.221 -2.278 0.063
H10 -3.428 -0.574 0.353
S1 -3.283 6.583 -0.727
N4 -2.006 6.053 0.089
C14 -1.814 4.790 -0.242
C15 -0.777 3.926 0.261
C16 0.238 4.341 1.128
C17 1.177 3.418 1.535
C18 1.068 2.103 1.097
N5 0.109 1.693 0.269
C19 -0.791 2.598 -0.175
C20 -1.716 2.131 -1.175
N6 -1.552 0.856 -1.606
C21 -2.307 0.427 -2.613
C22 -3.285 1.213 -3.208
C23 -3.499 2.496 -2.749
C24 -2.693 2.979 -1.715
C25 -2.769 4.318 -1.191
N7 -3.646 5.243 -1.533
H11 0.272 5.377 1.439
H12 2.004 3.699 2.169
H13 1.789 1.355 1.395
H14 -2.123 -0.577 -2.971
H15 -3.864 0.813 -4.027
H16 -4.254 3.139 -3.180
C26 -2.830 -1.053 4.350
S2 -1.513 -0.296 5.335
C27 -0.009 -0.552 4.511
C28 0.277 -0.761 3.171
S3 -0.863 -0.853 1.913
S4 1.982 -0.956 2.795
C29 2.604 -0.694 4.402
S5 4.191 -0.697 4.744
S6 1.351 -0.461 5.593
H17 -2.459 -1.947 3.854
H18 -3.223 -0.349 3.626
H19 -3.598 -1.318 5.074

---

ORCA calculation (ωB97M-V/def2-TZVPD) on C26H39CrF5N2S as an isolated structure in a non-equilibrium geometry.

Its HOMO-LUMO gap (alpha / beta) is 7.117 / 7.947 eV. Its spin multiplicity is 4. As for the net charge: +1. Its expectation value of S² is 3.8679.

CARTESIAN COORDINATES (ANGSTROEM)
Cr1 -0.585 0.314 -0.304
C1 -0.679 0.648 1.856
C2 0.027 -0.585 1.669
C3 1.241 -0.249 0.963
C4 1.205 1.157 0.753
C5 0.069 1.740 1.372
C6 -0.133 3.191 1.763
C7 1.131 4.006 1.478
C8 -1.328 3.835 1.038
C9 -0.396 3.239 3.280
C10 2.521 -1.019 0.671
C11 3.199 -1.313 2.020
C12 2.300 -2.291 -0.155
C13 3.519 -0.170 -0.137
C14 -0.487 -1.776 2.477
C15 0.053 -3.167 2.136
C16 -0.175 -1.453 3.953
C17 -2.015 -1.892 2.302
H1 -1.562 0.753 2.466
H2 2.028 1.723 0.352
H3 1.396 4.006 0.423
H4 1.968 3.611 2.043
H5 0.974 5.034 1.790
H6 -1.048 4.182 0.044
H7 -1.670 4.710 1.584
H8 -2.162 3.140 0.959
H9 0.344 2.660 3.826
H10 -1.386 2.862 3.525
H11 -0.337 4.267 3.626
H12 2.623 -2.001 2.626
H13 3.324 -0.391 2.583
H14 4.183 -1.746 1.860
H15 1.437 -2.854 0.166
H16 3.171 -2.937 -0.091
H17 2.166 -2.035 -1.205
H18 3.912 0.663 0.441
H19 3.080 0.207 -1.060
H20 4.365 -0.800 -0.406
H21 1.129 -3.244 2.238
H22 -0.248 -3.451 1.129
H23 -0.393 -3.889 2.819
H24 0.898 -1.440 4.124
H25 -0.619 -2.201 4.605
H26 -0.570 -0.479 4.232
H27 -2.263 -1.983 1.244
H28 -2.556 -1.055 2.733
H29 -2.363 -2.794 2.802
N1 -0.763 1.973 -1.889
C18 -1.595 1.964 -3.103
C19 -3.064 1.700 -2.783
C20 -3.279 0.387 -2.041
N2 -2.762 0.464 -0.662
H30 -1.014 2.798 -1.348
H31 0.202 2.109 -2.185
H32 -1.221 1.179 -3.762
H33 -1.515 2.923 -3.631
H34 -3.616 1.658 -3.722
H35 -3.468 2.524 -2.190
H36 -2.743 -0.417 -2.556
H37 -4.349 0.142 -2.043
H38 -3.115 -0.345 -0.150
H39 -3.189 1.278 -0.220
F1 1.682 -2.830 -6.334
C21 1.130 -2.635 -5.142
C22 1.169 -1.377 -4.548
F2 1.734 -0.339 -5.168
C23 0.603 -1.205 -3.298
F3 0.738 -0.007 -2.651
C24 -0.099 -2.211 -2.639
S1 -0.955 -1.908 -1.180
C25 -0.105 -3.475 -3.248
F4 -0.721 -4.485 -2.637
C26 0.515 -3.693 -4.468
F5 0.509 -4.905 -5.011

---

ORCA calculation (ωB97M-V/def2-TZVPD) on C7H11NO3S as an isolated structure in a non-equilibrium geometry.

Its HOMO-LUMO gap (alpha / beta) is 7.851 / 7.838 eV. As for the net charge: 0. The calculation puts the energy relative to the best compared isomer or geometry (same formula, charge and spin) at 209.7 kcal per mole.

CARTESIAN COORDINATES (ANGSTROEM)
C1 -0.694 -1.251 0.261
C2 -0.267 1.039 0.576
C3 0.243 -0.267 0.275
C4 -2.207 -0.053 0.565
C5 2.515 0.096 1.266
C6 2.312 0.473 -1.180
C7 1.752 -0.340 -0.043
N1 -4.275 1.079 -0.931
O1 -4.159 -1.475 -0.100
O2 -1.614 1.100 0.746
O3 2.152 -1.706 -0.257
S1 -3.855 -0.053 -0.050
H1 -0.798 -2.284 0.355
H2 0.358 1.882 0.490
H3 3.215 -0.629 1.359
H4 2.972 1.047 0.910
H5 1.882 0.114 2.089
H6 3.358 0.507 -1.057
H7 1.812 1.366 -1.302
H8 2.089 0.048 -2.098
H9 -4.586 0.817 -1.866
H10 2.409 -1.901 -1.155
H11 -4.614 0.391 1.146

---

ORCA calculation (ωB97M-V/def2-TZVPD) on a 10-piece molecular cluster, H20O10 overall.

Its HOMO-LUMO gap is 9.910 eV. As for the net charge: 0. The calculation puts the energy relative to the best compared isomer or geometry (same formula, charge and spin) at 49.8 kcal per mole.

CARTESIAN COORDINATES (ANGSTROEM)
O1 -1.685 -6.988 10.545
H1 -2.166 -6.995 11.386
H2 -0.762 -6.917 10.810
O2 -4.361 -7.278 12.342
H3 -4.301 -6.388 12.725
H4 -5.275 -7.573 12.517
O3 -6.905 -8.479 12.709
H5 -6.849 -9.008 11.899
H6 -7.642 -7.874 12.559
O4 -2.655 -9.728 12.479
H7 -1.817 -9.686 12.006
H8 -3.101 -8.894 12.269
O5 -4.135 -7.937 9.295
H9 -3.834 -8.260 8.439
H10 -3.334 -7.772 9.813
O6 -4.777 -4.618 13.632
H11 -4.997 -4.244 12.759
H12 -5.614 -4.628 14.111
O7 -5.632 -10.131 15.001
H13 -6.026 -9.803 14.181
H14 -5.194 -9.367 15.422
O8 -4.322 -4.592 10.740
H15 -4.194 -5.552 10.672
H16 -4.835 -4.363 9.957
O9 -4.771 -7.614 15.911
H17 -4.881 -6.844 15.346
H18 -4.943 -7.301 16.807
O10 -1.529 -6.559 13.484
H19 -2.197 -7.149 13.865
H20 -1.975 -5.705 13.399